Record 1
DFT (ωB97M-V/def2-TZVPD) results for 7 unconnected molecules or ions with the total composition C25H55O9P2.

```
91
Properties=species:S:1:pos:R:3:forces:R:3
C 4.195174 -0.608726 1.443282 0.07 0.12 0.10
C 4.005809 -0.011375 0.060686 0.05 -0.13 0.09
O 3.133787 1.155850 0.147435 0.14 0.05 -0.18
P 3.591401 2.654364 0.202742 -0.02 -0.09 0.02
O 2.655389 3.547086 0.888933 0.01 -0.03 -0.11
C 5.216575 2.709680 1.010631 -0.03 0.04 0.19
C 5.591528 4.193460 1.223044 0.01 -0.01 0.08
C 7.031485 4.549129 0.782109 -0.05 -0.05 0.01
P 7.103580 6.117687 -0.111227 0.06 -0.02 0.02
O 3.840437 3.156084 -1.295993 0.13 0.22 0.16
C 4.808751 2.625651 -2.208147 -0.08 -0.15 -0.01
C 5.701886 3.749170 -2.714618 -0.05 0.05 -0.02
H 4.118987 -1.693826 1.412385 0.02 0.01 -0.05
H 3.413502 -0.235011 2.106099 -0.04 -0.17 0.00
H 5.155354 -0.338037 1.889017 -0.01 -0.01 -0.05
H 4.953020 0.268940 -0.406587 -0.04 0.01 0.04
H 3.504140 -0.711664 -0.600672 -0.13 0.04 0.04
H 5.067242 2.215129 1.973107 0.05 -0.01 -0.03
H 6.001158 2.147987 0.499637 -0.07 0.04 -0.11
H 5.478775 4.437723 2.278263 -0.01 0.06 -0.05
H 4.865589 4.822853 0.702363 0.01 -0.03 0.01
H 7.701081 4.652764 1.638206 0.05 -0.07 -0.06
H 7.459969 3.790069 0.125428 -0.04 0.03 -0.01
H 7.965453 6.053671 -1.205365 0.02 0.07 0.02
H 5.847806 6.454244 -0.612713 0.02 0.02 -0.02
H 7.540660 7.181932 0.673216 -0.03 -0.01 0.00
H 4.257229 2.165182 -3.027476 0.01 0.03 0.02
H 5.398240 1.842372 -1.726578 0.00 0.01 -0.09
H 5.152008 4.690820 -2.663663 -0.01 -0.03 -0.06
H 6.623691 3.834905 -2.131004 -0.04 0.01 0.03
H 5.987537 3.590015 -3.754122 0.06 -0.04 0.05
C 0.101703 -3.767054 0.113476 0.15 -0.10 -0.05
C 1.026514 -2.592710 -0.000929 0.02 0.09 0.01
O 2.208520 -2.719207 -0.248240 0.00 0.02 -0.01
C 0.413635 -1.227058 0.193184 0.00 0.12 0.01
H 0.654726 -4.690732 -0.041036 -0.01 0.01 0.01
H -0.372017 -3.778040 1.096405 -0.05 0.02 -0.02
H -0.701266 -3.681014 -0.619259 -0.03 0.00 0.08
H -0.044631 -1.148642 1.181096 -0.02 -0.08 -0.01
H -0.378080 -1.059255 -0.539698 -0.04 -0.08 0.02
H 1.165925 -0.449478 0.091190 0.03 0.00 0.00
C -4.554725 -3.059314 -2.465990 0.04 0.03 0.03
C -3.885912 -4.013828 -1.506026 -0.03 0.01 -0.03
O -2.984720 -3.649901 -0.780505 -0.07 0.01 -0.05
C -4.396368 -5.426971 -1.507479 0.15 0.04 0.12
H -4.109901 -2.070706 -2.382923 0.00 0.00 0.00
H -4.452949 -3.429118 -3.487844 -0.02 -0.01 0.00
H -5.623363 -3.004277 -2.250656 0.00 -0.02 -0.01
H -4.297117 -5.867091 -2.499460 -0.05 -0.01 -0.01
H -5.460363 -5.448221 -1.271471 -0.02 -0.01 -0.05
H -3.844769 -6.021280 -0.782773 -0.02 -0.01 -0.01
C -8.362987 -7.855341 -1.927137 0.15 0.03 -0.01
C -7.282879 -8.129968 -2.938239 0.00 -0.05 -0.05
O -6.263883 -7.476703 -2.992281 -0.08 -0.01 0.01
C -7.536284 -9.269858 -3.895425 0.05 0.02 -0.02
H -8.081710 -7.020083 -1.290640 -0.01 0.00 0.00
H -9.304050 -7.625239 -2.424489 -0.03 -0.02 0.01
H -8.530529 -8.742657 -1.313481 -0.04 0.00 -0.01
H -8.452200 -9.085175 -4.459708 -0.01 -0.01 0.01
H -7.681718 -10.198211 -3.339909 -0.02 0.00 0.00
H -6.697334 -9.377184 -4.578188 -0.01 0.00 0.00
C -11.829321 -5.787177 0.857614 0.04 -0.03 -0.01
C -11.933824 -5.882892 -0.644448 -0.01 0.00 0.00
O -11.171577 -6.563414 -1.291803 -0.06 0.04 0.04
C -13.037637 -5.087879 -1.295932 0.02 -0.02 -0.05
H -11.003706 -6.398513 1.212671 -0.01 0.00 0.00
H -11.675567 -4.748438 1.155990 -0.02 0.00 0.00
H -12.760452 -6.121387 1.318863 -0.01 0.02 0.00
H -12.921649 -4.027474 -1.064149 -0.01 0.00 0.02
H -14.005897 -5.400932 -0.901012 0.00 0.01 0.01
H -13.015530 -5.233847 -2.372672 0.00 0.00 0.01
C 1.139335 1.913092 3.853878 0.05 -0.07 -0.03
C 1.523074 0.708476 4.679156 -0.07 0.05 -0.04
O 2.228343 -0.169073 4.234674 0.03 0.04 -0.01
C 0.978870 0.649764 6.084560 0.03 -0.06 0.00
H 1.580832 1.858010 2.860994 -0.01 0.03 0.01
H 0.052815 1.973031 3.765370 0.00 0.01 0.02
H 1.469542 2.827667 4.350775 -0.02 0.01 0.00
H -0.112240 0.671812 6.063115 0.00 0.02 0.00
H 1.307908 1.523404 6.650472 -0.02 0.01 -0.01
H 1.318233 -0.257560 6.577323 0.00 0.01 0.00
C 7.217378 10.569109 1.559625 0.04 -0.06 0.00
C 6.862740 10.112125 0.172946 0.05 0.13 -0.10
O 7.338683 9.096930 -0.306796 -0.12 -0.10 0.13
C 5.907078 10.970032 -0.603980 0.01 -0.05 -0.05
H 7.922485 9.883458 2.023226 -0.01 0.01 0.00
H 7.658539 11.566286 1.517261 -0.02 0.01 0.00
H 6.314678 10.646724 2.168484 0.00 0.02 -0.01
H 6.313491 11.978020 -0.703078 -0.01 0.01 0.02
H 4.962893 11.058848 -0.063254 0.01 0.02 0.01
H 5.731971 10.547987 -1.589855 0.00 0.01 0.01
```
Positions in Å, forces in eV/Å.

The value obtained for the frontier orbital gap is 7.67 eV. Its charge is +1.

These are the Mulliken partial charges, in e, on atoms 1 to 2:
1 C -1.009
2 C -0.153

Record 2
DFT (ωB97M-V/def2-TZVPD) results for a molecular structure, C34H46CrIN7O3P.

```
93
Properties=species:S:1:pos:R:3:forces:R:3
Cr 0.595501 -0.125551 1.004706 0.67 0.40 -0.55
C 1.063471 1.813053 5.163566 0.15 -0.02 -0.15
C 2.065767 2.237168 4.130663 -0.16 -0.43 -0.48
N 2.829282 3.290442 4.383502 0.00 0.23 0.40
C 3.717691 3.643738 3.457441 0.26 -0.03 -0.09
C 3.954496 2.956450 2.285589 0.00 0.15 -0.08
C 4.995293 3.470446 1.326736 0.09 -0.06 0.41
O 4.491749 3.729074 0.028164 -0.11 0.13 -0.36
C 3.152562 1.814765 1.982221 -0.32 -0.20 0.40
C 3.368368 1.046862 0.826582 0.88 0.57 0.21
N 2.618500 0.071712 0.275714 -1.21 -1.15 0.79
C 2.975139 -0.274615 -1.002089 0.17 -0.04 -0.65
C 3.555477 0.668803 -1.888113 -0.22 -0.02 0.31
C 3.988971 0.332127 -3.146500 0.04 -0.22 -0.23
C 3.859124 -0.969237 -3.614461 -0.04 0.04 -0.04
C 3.252011 -1.908402 -2.799309 0.10 -0.05 -0.23
C 2.829882 -1.564479 -1.534241 -0.33 -0.31 0.47
I 1.962992 -3.112369 -0.387436 0.37 0.20 -0.22
C 2.143418 1.491276 2.941843 1.13 1.48 0.21
O 1.338303 0.489514 2.757660 -1.13 -1.29 -0.38
H 1.305761 2.264151 6.120331 0.00 0.07 0.08
H 1.079195 0.725888 5.243479 -0.15 -0.07 0.13
H 0.061254 2.127731 4.867524 -0.18 -0.03 0.06
H 4.296216 4.529308 3.698406 0.09 0.07 -0.14
H 5.795576 2.735716 1.186444 0.01 0.05 -0.01
H 5.443170 4.387798 1.741060 -0.02 -0.23 0.02
H 3.677799 4.233987 0.133758 -0.06 0.08 -0.02
H 4.301753 1.257452 0.312323 -0.16 0.07 -0.03
H 3.629335 1.695157 -1.564111 0.01 0.12 0.09
H 4.417483 1.093956 -3.781319 0.05 0.09 -0.04
H 4.199049 -1.246505 -4.600149 0.03 -0.02 -0.12
H 3.108429 -2.919453 -3.149408 0.02 -0.10 -0.02
O -1.231484 0.532052 2.524997 0.31 -0.15 -0.19
C -1.815282 -0.496422 3.273566 -0.34 0.13 -0.04
C -1.051034 -1.797602 3.216798 0.51 0.42 -0.56
C -1.508824 -2.866719 3.962791 0.12 -0.77 0.23
C -0.723892 -4.007261 4.095818 0.22 0.79 -0.29
C 0.561543 -3.946978 3.559905 -0.49 -0.40 0.32
C 0.926851 -2.851161 2.815822 -0.03 0.52 -0.37
N 0.111108 -1.819066 2.528489 -0.43 -0.60 0.85
H -0.353153 0.727024 2.937042 0.14 0.20 0.06
H -2.839823 -0.628611 2.908085 0.14 -0.05 0.13
H -1.877515 -0.195692 4.333945 -0.02 -0.16 -0.18
H -2.468648 -2.798137 4.456393 -0.07 0.05 -0.01
H -1.070961 -4.868177 4.645387 -0.02 -0.07 0.07
H 1.265487 -4.749225 3.715830 0.10 -0.03 -0.02
H 1.932650 -2.770769 2.441415 0.07 0.00 -0.24
C -4.000178 1.073745 -2.271826 0.15 -0.22 0.04
C -2.634957 1.059625 -1.588241 0.26 -0.41 0.16
C -1.680250 1.988405 -2.337492 0.12 -0.09 -0.01
C -2.776511 1.635978 -0.179593 0.19 -0.09 0.15
P -1.694641 -0.648555 -1.451947 -0.69 -0.08 -0.83
N -0.506621 -0.671856 -0.476312 0.12 -0.10 0.58
C -2.992511 -1.988458 -0.905627 0.30 0.25 0.01
C -4.031513 -2.458823 -1.917029 0.20 0.12 0.00
C -3.706553 -1.379235 0.298110 0.06 0.07 -0.05
C -2.182657 -3.168464 -0.368281 0.10 0.02 0.04
C -1.105652 -1.098909 -3.255287 -0.08 0.14 0.46
C -2.083652 -0.867380 -4.404832 0.00 0.07 0.24
C -0.731991 -2.580950 -3.240867 -0.06 0.05 0.16
C 0.186295 -0.310877 -3.491859 0.06 0.14 0.13
H -4.316933 2.111310 -2.391495 -0.03 0.11 -0.01
H -4.756349 0.570570 -1.674845 -0.11 -0.07 0.04
H -3.975964 0.616485 -3.254792 -0.06 -0.04 -0.19
H -1.974430 3.027704 -2.188781 -0.08 0.07 0.06
H -1.678598 1.801634 -3.406793 0.06 -0.04 -0.12
H -0.673191 1.867996 -1.943881 0.14 0.12 -0.08
H -2.892696 2.719075 -0.232330 -0.02 0.11 -0.07
H -1.877512 1.426333 0.396254 -0.12 0.09 0.11
H -3.637397 1.244031 0.352971 -0.06 -0.07 0.07
H -4.580582 -1.623357 -2.342279 -0.12 0.06 -0.09
H -4.747086 -3.111533 -1.411267 -0.07 -0.05 0.03
H -3.581433 -3.028407 -2.724625 -0.01 -0.06 -0.13
H -4.488734 -0.684701 0.003552 -0.03 0.11 0.02
H -2.965772 -0.858182 0.897047 -0.08 0.10 0.20
H -4.168651 -2.159040 0.907664 -0.02 -0.12 0.00
H -1.772492 -3.788134 -1.157395 0.09 -0.09 -0.09
H -2.801999 -3.802061 0.269075 -0.19 -0.05 0.01
H -1.357307 -2.781477 0.229581 0.09 -0.09 0.03
H -3.029705 -1.375898 -4.239354 -0.15 -0.06 -0.06
H -1.638511 -1.268172 -5.317664 0.02 -0.03 -0.10
H -2.278637 0.188324 -4.571437 -0.05 0.08 -0.04
H -1.612203 -3.218183 -3.243363 -0.06 -0.13 0.04
H -0.131925 -2.797043 -2.363298 0.11 -0.17 0.07
H -0.142186 -2.829614 -4.125732 0.02 0.07 -0.09
H 0.008133 0.653761 -3.957731 -0.05 0.09 -0.03
H 0.864923 -0.868772 -4.137715 0.00 -0.06 -0.05
H 0.687865 -0.141136 -2.539259 0.17 0.00 -0.07
N 0.548490 1.681126 0.353906 -0.23 1.14 0.31
C 0.562749 2.852312 0.314054 0.02 -1.23 -0.01
N 0.439077 4.062591 0.047913 -0.78 -0.21 -0.95
C 0.845549 5.196408 0.475682 0.40 0.79 0.45
N 1.134853 6.282586 0.750561 0.24 0.41 0.19
```
Positions in Å, forces in eV/Å.

Its spin multiplicity is 5. As for the energy relative to the best compared isomer or geometry (same formula, charge and spin): 0.000 eV. The value obtained for the frontier orbital gap (alpha / beta) is 4.54 / 6.88 eV. Its charge is -1.

These are the Mulliken partial charges, in e, on atoms 1 to 2:
1 Cr 0.392
2 C -1.043

charge of number 2 (C34H46CrIN7O3P)?
-1